i.
Entry from the Open Molecules 2025 dataset: a 14-piece molecular cluster, C4H26BO21 overall (the ωB97M-V functional and the def2-TZVPD basis).

Each line ends with the Löwdin charge.
CARTESIAN COORDINATES (ANGSTROEM)
O 2.62612 -1.23236 2.14768  0.14
C 1.93483 -0.62751 1.36984  -0.31
O 0.87966 -1.07690 0.54775  0.17
B 0.05974 0.09422 0.03540  -0.86
O 0.81703 1.26442 0.53454  0.19
C 1.88070 0.92160 1.37296  -0.27
O 2.69899 1.58801 2.01443  0.11
O -1.35057 0.12367 0.52918  0.23
C -2.22804 0.18809 -0.44531  -0.36
O -3.42755 0.29488 -0.39668  0.14
C -1.39099 -0.01821 -1.72535  -0.31
O -0.09229 0.03090 -1.40345  0.24
O -1.93165 -0.23260 -2.81095  0.11
O 4.81469 0.39952 4.05864  -0.04
H 4.41318 0.41003 4.92751  0.03
H 4.08493 0.53991 3.45534  -0.01
O 4.67762 0.08923 -0.45743  -0.04
H 4.10147 0.85357 -0.46580  -0.01
H 5.51864 0.41918 -0.77372  0.05
O 5.34761 -1.83111 1.61265  -0.07
H 4.54594 -1.78608 2.13374  -0.01
H 5.41216 -0.97138 1.19681  -0.01
O -6.01603 -0.33529 -0.63767  -0.06
H -5.75884 -1.20501 -0.94374  0.03
H -5.18974 0.09769 -0.42317  -0.03
O -1.76987 -3.03038 1.74476  -0.03
H -1.46973 -2.81586 2.62802  0.03
H -0.96649 -3.10455 1.22968  0.04
O -1.12666 -3.39862 -2.56311  -0.04
H -0.25825 -3.55411 -2.19175  0.03
H -1.15578 -2.45453 -2.71831  0.00
O -3.29381 -0.89942 -5.32435  -0.05
H -2.33951 -0.85222 -5.38201  0.03
H -3.47509 -0.95517 -4.38614  0.01
O -4.26581 1.81647 -3.97500  -0.05
H -3.70110 2.07144 -3.24539  0.00
H -3.70675 1.27671 -4.53390  0.00
O 0.00854 -1.40838 3.79226  -0.02
H -0.52821 -0.76277 4.25196  0.05
H 0.88517 -1.02432 3.77671  0.02
O 5.24700 2.87508 1.49825  -0.06
H 4.36684 2.70917 1.83591  -0.01
H 5.10513 3.37000 0.69131  0.00
O 3.63871 2.90805 -0.96176  -0.03
H 2.68212 2.94090 -0.95222  0.05
H 3.88468 3.31871 -1.79067  0.06
O -4.57603 -2.60034 1.58548  -0.06
H -3.71624 -3.01299 1.66752  -0.02
H -4.38650 -1.70364 1.30937  0.00
O -4.21118 3.33792 -1.08600  -0.03
H -3.86156 4.01137 -1.66948  0.03
H -3.43725 2.94301 -0.68436  0.02

Computed properties:
Orbital gap (eV): 9.647
HOMO energy (eV): -8.064
Net charge: -1
LUMO level (eV): 1.6
2S+1: 1


ii.
Entry from the Open Molecules 2025 dataset: a 14-piece molecular cluster, C4H26BO21 overall (the ωB97M-V functional and the def2-TZVPD basis).

Each line ends with the Löwdin charge.
CARTESIAN COORDINATES (ANGSTROEM)
O 0.95767 -2.64272 1.29914  0.09
C 0.41526 -1.64784 0.75561  -0.36
O -0.08755 -1.49880 -0.46175  0.21
B -0.39893 -0.05449 -0.76148  -0.81
O -0.25592 0.51927 0.56650  0.21
C 0.40004 -0.30490 1.42594  -0.34
O 0.78945 0.00711 2.54904  0.12
O -1.77459 0.15020 -1.34082  0.23
C -1.63470 0.65331 -2.53224  -0.34
O -2.53839 0.92624 -3.36760  0.06
C -0.06100 0.89754 -2.79675  -0.45
O 0.50187 0.56727 -1.74710  0.26
O 0.50480 1.33781 -3.77585  0.11
O 0.36966 1.16790 9.54214  -0.05
H 0.21112 0.53427 10.24187  0.02
H 0.66367 0.63836 8.80094  0.03
O 1.87090 7.32210 -6.80478  -0.06
H 2.00476 7.15723 -5.87143  0.03
H 1.39552 6.55285 -7.11861  0.03
O -5.28296 0.83309 3.72724  -0.05
H -5.54725 -0.08592 3.76969  0.03
H -5.11066 1.07552 4.63706  0.03
O 2.87069 4.57788 4.74089  -0.06
H 3.69231 4.23608 5.09350  0.03
H 2.31114 3.80708 4.64603  0.03
O -6.47613 -3.80986 -0.33249  -0.06
H -5.61307 -3.68589 0.06248  0.03
H -6.33903 -3.64509 -1.26538  0.03
O -2.85872 4.79563 1.09051  -0.06
H -3.43864 4.05517 1.26837  0.03
H -1.97622 4.43906 1.19195  0.03
O 5.95563 0.98722 6.94424  -0.05
H 6.90085 0.87576 7.04605  0.03
H 5.61385 0.09512 6.88441  0.03
O 4.10735 0.34393 -10.12176  -0.06
H 3.18759 0.08422 -10.06866  0.03
H 4.29928 0.72402 -9.26448  0.03
O -8.99910 2.61305 -5.60298  -0.06
H -9.22986 1.88999 -5.01974  0.03
H -8.04225 2.60563 -5.62747  0.03
O 2.92299 -8.53159 5.29685  -0.06
H 2.48493 -7.95592 4.67000  0.03
H 2.73175 -9.41603 4.98471  0.03
O 6.86129 -5.05716 5.74076  -0.06
H 6.07817 -5.40212 5.31184  0.03
H 7.35564 -4.63783 5.03648  0.03
O 5.71080 0.57362 -5.61997  -0.06
H 4.85613 0.99594 -5.53382  0.03
H 5.51954 -0.36376 -5.58862  0.03
O -6.07237 -3.20233 -5.20706  -0.06
H -5.44252 -2.52492 -5.45327  0.03
H -6.36484 -3.57225 -6.04003  0.02

Computed properties:
Orbital gap (eV): 9.172
HOMO energy (eV): -7.337
Net charge: -1
LUMO level (eV): 1.8
2S+1: 1


iii.
Entry from the Open Molecules 2025 dataset: C4H26BO21 as an isolated structure (the ωB97M-V functional and the def2-TZVPD basis).

Each line ends with the Löwdin charge.
CARTESIAN COORDINATES (ANGSTROEM)
O 0.54396 -3.26222 2.31261  0.14
C 0.30742 -2.78335 1.20120  -0.41
O -0.80275 -2.26249 0.96388  0.33
B -0.61160 -1.31192 -0.14393  -0.78
O 0.78713 -1.51320 -0.60805  0.31
C 1.18753 -2.40267 0.21354  -0.38
O 2.23603 -3.00546 -0.02499  0.11
O -0.75179 0.10386 0.27754  0.32
C -1.70326 0.52095 -0.37762  -0.42
O -1.88364 1.73585 -0.41978  0.08
C -2.25019 -0.46785 -1.26665  -0.45
O -1.59346 -1.51285 -1.20772  0.35
O -3.03944 -0.24876 -2.14558  0.14
O 4.28017 -4.46784 0.46837  -0.04
H 3.53133 -3.88366 0.32776  -0.03
H 4.77730 -4.70905 -0.29397  0.03
O 2.29249 0.69368 0.98550  -0.02
H 2.06395 1.59875 1.12878  0.02
H 2.32016 0.61563 0.01788  0.04
O -0.98373 0.49293 -3.80636  -0.08
H -1.81015 0.03429 -3.62403  0.00
H -1.16282 1.42408 -3.45701  0.00
O 2.71358 -2.19024 -2.79611  -0.06
H 2.52843 -2.67291 -1.98584  -0.01
H 3.68075 -2.34719 -2.84216  0.04
O 0.10316 3.65937 -0.64845  -0.01
H -0.67683 3.19125 -0.86863  -0.04
H 0.61994 2.89143 -0.80346  0.02
O -1.78849 2.94381 -3.06161  -0.01
H -2.15524 3.03737 -3.93842  0.08
H -1.02990 3.48310 -3.17674  0.05
O -4.87142 1.81790 -2.03651  -0.02
H -4.20458 1.14170 -1.98538  -0.02
H -5.10222 2.01625 -1.16943  -0.01
O 4.78694 -1.80513 0.79178  -0.04
H 4.44646 -1.24604 0.08615  0.03
H 4.63796 -2.68892 0.51315  -0.06
O 0.08012 -1.89051 4.68244  -0.05
H 0.38307 -1.03749 4.47970  0.00
H 0.13404 -2.34080 3.81749  -0.01
O -3.09813 4.11727 -0.49419  -0.06
H -2.91148 3.23639 -0.81876  -0.03
H -4.06537 4.02058 -0.40561  0.06
O -2.15335 1.68836 2.30207  -0.02
H -2.29753 0.77570 2.54615  0.03
H -1.77424 1.62101 1.43758  -0.03
O 2.63229 -3.93761 4.38747  -0.07
H 1.97135 -4.24485 3.77066  0.00
H 3.17057 -3.33028 3.83950  0.05
O -1.34857 4.93386 1.61650  -0.05
H -0.56817 5.35532 1.41016  -0.03
H -1.57780 4.41256 0.82913  -0.01

Computed properties:
Orbital gap (eV): 9.392
HOMO energy (eV): -8.067
Net charge: -1
LUMO level (eV): 1.3
2S+1: 1


What should be chosen as the least stable of them? Choose iii.


i.
Entry from the Open Molecules 2025 dataset: a 2-piece molecular cluster, C3H8N3 overall (the ωB97M-V functional and the def2-TZVPD basis).

Each line ends with the Löwdin charge.
CARTESIAN COORDINATES (ANGSTROEM)
C 2.21526 0.27494 -0.05083  0.01
C 0.40157 -0.23361 -0.06778  -0.40
C -1.96818 0.14284 -0.19241  -0.08
N 1.53631 -0.90232 0.09141  0.18
N 1.13287 0.93726 -0.34858  0.19
N -0.84772 -0.71394 -0.45149  -0.01
H 3.23208 0.59416 0.09657  0.17
H -0.45646 0.42762 1.64959  0.20
H -2.13994 0.88774 -0.86030  0.06
H -2.90689 -0.31541 -0.28248  0.09
H -1.54893 0.64245 0.80648  0.04
H 1.53174 -1.83969 0.46309  0.19
H 0.77837 1.87401 -0.31622  0.18
H -0.96008 -1.77604 -0.53705  0.20

Computed properties:
Orbital gap (spin up / spin down) (eV): 7.500 / 8.251
HOMO energy (spin up / spin down) (eV): -12.863 / -13.494
Net charge: +1
LUMO level (spin up / spin down) (eV): -5.4 / -5.2
2S+1: 1


ii.
Entry from the Open Molecules 2025 dataset: an isolated ion of composition C3H8N3 and charge +1 (the ωB97M-V functional and the def2-TZVPD basis).

Each line ends with the Löwdin charge.
CARTESIAN COORDINATES (ANGSTROEM)
C -0.52780 1.58890 0.17396  -0.14
C 0.39954 -0.64224 0.50083  -0.25
C -0.18583 -1.66278 -0.40816  -0.03
N -0.99583 1.00358 1.36658  0.05
N -0.52316 -0.09505 1.56596  0.09
N 0.62975 0.72554 -0.29124  0.10
H -1.22732 1.40472 -0.71475  0.17
H -0.53397 2.63431 0.43226  0.14
H 1.38947 -1.04903 0.75412  0.16
H 0.35774 -2.61891 -0.34134  0.10
H 0.20414 -1.30796 -1.39678  0.09
H -1.30947 -1.71883 -0.40108  0.12
H 0.78686 0.59620 -1.33139  0.19
H 1.53588 1.14156 0.09104  0.20

Computed properties:
Orbital gap (eV): 10.412
HOMO energy (eV): -14.714
SMILES: C[C@@H]1N=NC[NH2+]1
Net charge: +1
LUMO level (eV): -4.3
2S+1: 1


What should be chosen as the least stable of them? Choose i.


i.
Entry from the Open Molecules 2025 dataset: a 2-piece molecular cluster, C3H8N3 overall (the ωB97M-V functional and the def2-TZVPD basis).

Each line ends with the Löwdin charge.
CARTESIAN COORDINATES (ANGSTROEM)
C -1.19052 -1.14442 -0.44190  -0.05
C -0.89066 0.97640 0.31543  -0.12
C -0.01522 0.00471 1.02919  -0.05
N -1.55790 0.10870 -0.63114  0.10
N -0.33170 -1.23090 0.56376  0.08
N 2.11258 -0.30203 -0.54292  0.11
H -1.54000 -1.98115 -1.02064  0.17
H -1.60528 1.46340 0.99763  0.14
H -0.34306 1.78578 -0.18447  0.14
H 0.56722 0.18640 1.90654  0.13
H -2.19794 0.43108 -1.34067  0.18
H 0.16442 -2.07581 0.82410  0.18
H 2.85068 -0.53048 0.11718  -0.01
H 2.32019 0.63486 -0.88239  -0.01

Computed properties:
Orbital gap (spin up / spin down) (eV): 7.696 / 10.103
HOMO energy (spin up / spin down) (eV): -12.067 / -14.640
Net charge: +1
LUMO level (spin up / spin down) (eV): -4.4 / -4.5
2S+1: 1


ii.
Entry from the Open Molecules 2025 dataset: an isolated ion of composition C3H8N3 and charge +1 (the ωB97M-V functional and the def2-TZVPD basis).

Each line ends with the Löwdin charge.
CARTESIAN COORDINATES (ANGSTROEM)
C -2.20611 -0.24034 0.00544  -0.28
C -0.45386 1.28403 -0.03282  -0.23
C 1.69120 -0.21404 -0.03864  -0.01
N -1.78559 1.02512 0.08245  0.15
N -1.63273 -1.31513 -0.35160  0.16
N 0.35144 0.17968 -0.32037  0.07
H -3.25882 -0.34875 0.33044  0.14
H -0.50515 1.87895 -0.86930  0.16
H -0.14299 1.95390 0.74493  0.17
H 1.87358 -0.61261 1.08843  0.18
H 1.96506 -0.89080 -0.80791  0.09
H 2.47889 0.61200 -0.00016  0.14
H -2.08216 -2.26195 -0.03975  0.15
H -0.11587 -0.34577 -1.03542  0.11

Computed properties:
Orbital gap (spin up / spin down) (eV): 7.567 / 8.217
HOMO energy (spin up / spin down) (eV): -15.048 / -15.061
Net charge: +1
LUMO level (spin up / spin down) (eV): -7.5 / -6.8
2S+1: 1


What should be chosen as the least stable of them? Choose ii.